# 1
This record from the OMol25 dataset describes a cluster of 2 separate species, C4H8FN in total. The level of theory is ωB97M-V/def2-TZVPD.

```
! wB97M-V def2-TZVPD RIJCOSX def2/J DEFGRID3
* xyz 0 1
C 0.50323 -0.40170 0.48526
C 0.62944 -1.66490 1.19536
C 1.24912 1.59329 -0.74256
C -2.07148 0.08292 -0.35390
N 1.29530 0.31986 -0.10051
F -2.66686 -0.91731 -1.10339
H -0.22525 -2.15380 0.90025
H 1.60074 -2.04318 0.81797
H 0.61103 -1.47747 2.26402
H 2.26684 1.81557 -0.83286
H 0.46662 2.17696 -0.22854
H 0.80203 1.43162 -1.75533
H -1.66213 0.80572 -0.98034
H -2.79863 0.43240 0.43458
*
```

Computed properties:
HOMO energy (alpha / beta), eV: -6.9722 / -8.2211
LUMO (alpha / beta), eV: 0.530 / 0.374
Frontier orbital gap (alpha / beta), eV: 7.5 / 8.6

Mulliken population analysis, charges in e, atoms 1 to 2: atom 1 (C): 0.27, atom 2 (C): -0.78

=====

# 2
This record from the OMol25 dataset describes a structure of composition C4H8FNO. The level of theory is ωB97M-V/def2-TZVPD.

```
! wB97M-V def2-TZVPD RIJCOSX def2/J DEFGRID3
* xyz 0 1
C -0.57989 -0.33972 -1.14165
C 1.52105 0.32154 0.45540
C -0.60240 -0.59984 1.62392
C 0.02765 0.33915 0.58390
N -1.01034 0.29310 -2.48993
O -0.68379 -1.52406 -1.09713
F -0.78145 1.69145 -2.38577
H -0.29804 1.40149 0.75302
H 1.79731 -0.71502 0.65516
H 2.04751 0.93388 1.03617
H 1.79869 0.53655 -0.50230
H -0.13489 -0.21110 2.60627
H -0.55410 -1.67214 1.49658
H -1.68343 -0.34528 1.79510
H -0.86389 -0.11000 -3.38873
*
```

Computed properties:
HOMO energy, eV: -9.4945
LUMO, eV: 0.938
Frontier orbital gap, eV: 10.4

Mulliken population analysis, charges in e, atoms 1 to 2: atom 1 (C): 0.24, atom 2 (C): -1.47

=====

# 3
This record from the OMol25 dataset describes a cluster of 2 separate species, C4H8FNO2 in total. The level of theory is ωB97M-V/def2-TZVPD.

```
! wB97M-V def2-TZVPD RIJCOSX def2/J DEFGRID3
* xyz 0 1
C 0.82880 0.51218 3.91113
C -1.42503 0.11605 -0.16674
C 1.06252 0.13281 -0.61768
C 0.01924 -1.21089 1.41615
N -0.07740 -0.09771 0.37850
O 0.47441 1.34387 3.21395
O 1.12085 -0.24042 4.69345
F 0.16110 -2.29709 0.49721
H -1.64812 -0.79081 -0.74558
H -2.09873 0.11555 0.58915
H -1.33331 0.97883 -0.68449
H 0.84910 0.80898 -1.33359
H 2.00947 0.43612 0.00627
H 1.27037 -0.87925 -0.95241
H 1.06469 -1.21600 1.85704
H 0.20336 0.69137 0.99526
*
```

Computed properties:
HOMO energy, eV: -7.1469
LUMO, eV: 0.451
Frontier orbital gap, eV: 7.6

Mulliken population analysis, charges in e, atoms 1 to 2: atom 1 (C): 0.70, atom 2 (C): -1.06

=====

# 4
This record from the OMol25 dataset describes a cluster of 2 separate species, C4H8FNO2 in total. The level of theory is ωB97M-V/def2-TZVPD.

```
! wB97M-V def2-TZVPD RIJCOSX def2/J DEFGRID3
* xyz 0 1
C -0.41726 -1.16418 -1.36642
C 0.72503 -0.38565 1.02531
C 0.55782 2.01094 0.23511
C -0.68536 0.17589 -0.67038
N 0.16534 0.67543 0.18336
O 0.39386 -0.58081 -2.11125
O -0.76354 -2.32446 -1.24950
F -1.64018 -2.14892 1.09002
H 0.05578 -1.21615 1.20356
H 1.45243 -0.80116 0.31674
H 1.03484 -0.04410 2.05717
H -0.35054 2.69963 0.22058
H 1.18796 2.30380 1.05829
H 1.01038 2.28064 -0.75946
H -1.19469 0.86754 -1.36763
H -1.53188 -2.34843 0.13449
*
```

Computed properties:
HOMO energy, eV: -10.0659
LUMO, eV: 0.095
Frontier orbital gap, eV: 10.2

Mulliken population analysis, charges in e, atoms 1 to 2: atom 1 (C): 0.76, atom 2 (C): -0.94

=====

# 5
This record from the OMol25 dataset describes a cluster of 2 separate species, C4H8IN2 in total. The level of theory is ωB97M-V/def2-TZVPD.

```
! wB97M-V def2-TZVPD RIJCOSX def2/J DEFGRID3
* xyz 1 1
C 1.38762 0.67504 -0.54938
C -2.30783 0.08739 -0.94595
C 0.92855 -1.31867 0.50901
C -0.09903 0.84679 1.32629
N -2.59704 -0.31302 -2.01230
N 0.82283 0.12124 0.45292
I 1.18792 2.76774 -1.02602
H 1.98829 -0.00386 -1.16298
H 1.46287 -1.61858 1.44928
H 1.38978 -1.75184 -0.35507
H 0.01202 -1.85748 0.31407
H -1.02475 1.04685 0.64529
H 0.30510 1.74954 1.83548
H -0.34551 0.32306 2.24379
H -3.11084 -0.75419 -2.72443
*
```

Computed properties:
HOMO energy, eV: -14.3373
LUMO, eV: -4.511
Frontier orbital gap, eV: 9.8

Mulliken population analysis, charges in e, atoms 1 to 2: atom 1 (C): -0.05, atom 2 (C): -0.21

=====

These records have F_max values of 3.5 5.6 5.7 4.4 2.6 eV Å⁻¹, in the order they appear.
These records have energy values of -8480.2974 -10528.3775 -12577.0906 -12578.5974 -15349.1845 eV, in the order they appear.
These records have energy above the lowest of the compared OMol25 structures with the same formula, charge and spin values of 4.7403 4.1261 3.3239 1.8171 2.9219 eV, in the order they appear.